1.
14 unconnected molecules or ions with the total composition C14H56N28O14 in a non-equilibrium geometry, computed with wB97M-V/def2-TZVPD.

```
112
Properties=species:S:1:pos:R:3:forces:R:3:mulliken_charge:R:1
O 0.9092 -2.0030 6.2348 -0.2 0.5 -1.5 -0.7083
O 2.7700 6.4502 1.6019 0.4 -0.1 1.2 -0.6155
O -1.1223 1.7106 9.5523 -0.3 0.1 -0.6 -0.8157
O -1.7482 4.1538 3.5273 0.5 0.2 0.5 -0.2300
O 4.6397 5.3367 4.5614 -0.1 -0.5 0.3 -0.7019
O 1.9932 1.3116 3.1291 -0.5 -0.3 -0.1 -0.6859
O -4.0457 3.9936 6.6363 -0.6 0.5 0.1 -0.8210
O -0.9445 -0.0241 -2.5973 -0.5 0.2 0.4 -0.6383
O -0.2792 5.1994 -2.4578 0.5 0.3 0.3 -0.8621
O 3.3617 0.0738 -0.3012 -0.4 0.2 0.3 -0.7033
O 1.5578 1.8347 7.0035 0.2 0.5 0.6 -0.7251
O -5.2464 7.1380 4.3719 0.8 -0.6 -0.4 -0.6245
O -2.1404 4.4483 -0.1049 0.1 -0.2 -0.2 -0.3761
O -3.1978 0.0756 5.0745 0.1 -0.5 -0.7 -0.6954
N -4.6129 8.5956 2.8189 -0.9 0.6 0.4 -0.4225
N -4.0468 1.9687 4.2716 -0.3 -0.1 -0.7 -0.3237
N 1.2912 0.9499 0.2129 0.6 -0.1 -0.4 0.0913
N -0.2497 3.1994 2.1602 0.5 0.3 0.1 1.0386
N -2.9336 5.6930 -1.8848 0.5 -0.6 0.7 -0.3151
N 2.2558 7.5279 3.5733 0.9 0.4 0.7 -0.3222
N -3.0876 2.7816 9.1306 -0.2 -0.2 0.5 -0.2885
N -1.5426 2.5680 7.4749 0.8 -0.3 0.1 0.2018
N -3.4089 0.3361 2.7859 -0.1 -0.3 -0.5 -0.3804
N 1.5827 2.5081 9.1859 0.2 -0.1 -1.4 -0.3547
N -1.8879 1.3949 -1.0422 -0.3 -1.3 0.1 -0.2521
N 2.8751 0.3789 5.0176 -0.7 0.7 -0.4 0.0819
N -3.4424 6.6298 2.9626 -0.8 0.2 -0.2 -0.0952
N 0.0218 2.9329 4.4042 -0.2 0.9 -1.0 0.8781
N -4.3174 5.0192 -0.1953 1.0 -0.3 0.7 -0.4403
N 3.4591 -0.4134 2.9525 -0.8 0.3 -0.1 -0.4055
N 1.8989 5.8740 -2.4074 -0.1 -0.1 0.7 -0.4632
N 4.9971 3.0707 4.7786 0.0 0.7 0.6 -0.3987
N -2.7085 5.6744 5.8173 -1.2 0.2 1.8 0.0178
N 3.3719 2.9377 7.8398 0.1 0.0 -0.3 -0.4349
N -1.2886 -2.0916 5.6490 -1.2 -0.5 -1.1 -0.2960
N 0.9244 4.9896 -0.5347 -1.3 -0.4 0.2 -0.0736
N 3.1187 3.8556 3.7537 -0.3 1.5 0.1 0.2413
N -0.4400 -0.1684 6.3761 0.3 1.0 -0.5 0.1442
N -0.6680 2.2157 -2.7800 0.6 0.8 -0.6 -0.2943
N 1.4865 -1.1844 -0.5616 0.5 0.6 0.0 -0.3183
N -3.4269 5.7190 7.9860 -0.8 -0.1 0.4 -0.3970
N 0.6610 6.4830 2.3028 -0.8 0.1 1.0 0.0032
C -3.5036 5.0945 6.7818 1.5 -0.8 -1.1 0.7219
C 0.7717 5.3676 -1.8218 0.6 -0.4 -1.3 0.4573
C -3.5249 0.7239 4.0816 0.2 0.9 1.9 0.6421
C -1.1864 1.1073 -2.1982 1.0 0.6 0.6 0.3666
C 2.1328 2.4111 7.9556 -0.3 -0.6 -0.2 0.4707
C -0.6886 3.5030 3.4134 -1.7 -0.1 -0.7 -0.6149
C -0.1635 -1.4425 5.9621 0.9 -0.5 3.7 0.5471
C -4.5116 7.3596 3.4195 0.5 0.6 0.8 0.4603
C 2.1360 -0.0257 -0.2749 0.3 -0.7 0.6 0.3491
C -3.0562 5.0247 -0.7077 -0.3 0.4 -0.7 0.4067
C 2.6700 0.4223 3.6771 1.6 0.5 0.6 0.3690
C 1.9810 6.7809 2.4953 -0.7 0.0 -2.9 0.4262
C -1.8763 2.2899 8.7597 0.0 0.3 0.4 0.6232
C 4.2752 4.1781 4.3893 0.1 -0.5 -0.6 0.5905
H -2.6796 -0.2956 2.5089 -0.1 -0.2 0.2 0.2188
H -2.4801 5.1974 4.9530 0.6 -0.4 0.5 0.1094
H 0.7124 2.3510 3.9417 0.3 -0.9 1.4 0.2073
H -4.0214 5.3898 8.7257 0.1 0.0 0.0 0.2499
H -3.5178 2.3645 9.9367 0.1 0.1 0.0 0.2109
H 0.0879 4.5019 -0.2349 0.2 0.1 0.3 -0.1221
H 2.7228 5.7342 -1.8465 0.3 0.3 -0.4 0.2126
H 4.6779 2.1883 4.4250 0.4 -0.3 0.1 0.1622
H -0.5923 2.3215 7.2320 0.0 0.2 -0.2 -0.4931
H 1.9876 5.8330 -3.4066 -0.1 0.0 0.0 0.2695
H -3.6724 6.3180 -2.1382 0.1 0.1 -0.4 0.1639
H -3.7799 0.9540 2.0884 0.2 0.0 -0.1 0.1643
H 0.4858 -1.1521 -0.5956 -0.1 -0.6 -0.3 0.1579
H 0.1449 2.0910 -3.3608 -0.3 -0.3 -0.2 0.2603
H -4.3328 4.4456 0.6333 -0.9 0.3 0.0 0.1916
H -5.0609 9.2162 3.4737 -0.3 0.2 -0.6 0.2171
H 3.9086 2.8111 6.9930 -0.1 0.3 0.0 0.1659
H 2.1391 3.0206 9.8372 -0.5 -0.2 0.8 0.1543
H -3.6623 3.2656 8.4600 -0.2 -0.4 -0.3 0.1695
H 3.2181 7.7585 3.7557 0.0 -0.1 -0.1 0.2593
H 0.2613 0.4259 6.7821 0.4 -0.4 0.0 0.0022
H 0.6795 2.0396 9.3098 -0.1 0.4 0.7 0.2563
H 2.3146 0.9828 5.6415 0.3 -0.5 -0.2 -0.0522
H -2.0186 5.6421 -2.3350 -0.2 0.3 0.1 0.3502
H -3.2146 6.8272 2.0059 0.6 -0.4 0.0 0.1596
H 3.7026 3.5246 8.5798 0.4 0.0 -0.1 0.1597
H -1.9166 2.2793 -0.5573 0.1 0.2 -0.3 0.1157
H 2.7042 2.9553 3.5331 0.4 0.0 0.3 0.2207
H 0.3695 5.9148 1.5297 0.3 0.2 -0.2 -0.0016
H 1.8164 1.7701 0.4742 -0.4 0.2 -0.3 0.1211
H 3.5154 -0.2218 1.9606 0.3 -0.3 0.0 0.1323
H 0.4119 1.0079 -0.2767 -0.1 0.6 0.2 0.0271
H 1.8050 4.8026 -0.0862 0.1 0.3 0.1 0.2089
H 3.4738 -0.3183 5.4177 -0.3 -0.2 0.2 0.2023
H -2.1102 6.2952 6.3277 0.8 0.4 -1.2 0.1655
H 1.5587 7.9640 4.1448 -0.1 -0.2 0.0 0.1550
H -0.7686 3.5776 1.3920 -0.2 0.1 -0.1 -0.3863
H -0.0625 6.9091 2.8560 0.0 -0.2 0.1 0.1288
H 2.5865 4.7072 3.6567 -0.4 -0.4 -0.4 -0.1613
H -1.3245 -3.0911 5.5931 0.3 0.0 0.1 0.2309
H -5.1123 5.3567 -0.6995 -0.2 -0.2 0.1 0.1672
H -4.0747 2.5896 3.4826 0.1 0.3 0.2 0.1011
H -2.8669 6.5273 8.1717 -0.1 0.2 -0.1 0.1260
H -0.6767 3.1306 -2.3476 -0.4 0.0 0.1 0.2267
H 0.5441 2.5924 2.0309 -0.1 -0.1 -0.1 -0.0967
H -1.3813 0.1571 6.5106 -0.2 -0.2 -0.4 0.1852
H -3.0321 5.8641 3.4640 -0.4 -0.3 -0.6 0.0410
H -4.2502 8.9696 1.9649 0.4 -0.3 0.0 0.1532
H 4.1196 -0.9778 3.4485 0.1 -0.2 -0.4 0.1400
H -2.1763 3.0042 6.8262 -0.1 0.0 0.1 0.0459
H -2.1370 -1.5672 5.8042 -0.2 -0.4 -0.5 0.2059
H 5.9406 3.2651 5.0717 0.0 -0.4 -0.2 0.2195
H 2.0641 -1.9419 -0.8773 -0.4 -0.1 -0.2 0.2390
H -0.4979 2.6868 5.2264 0.4 -0.3 0.1 -0.0928
H -4.0024 2.3808 5.1925 -0.1 0.0 -0.1 0.1725
H -2.0993 0.5544 -0.5276 -0.3 0.2 0.1 0.1677
```
Positions in Å, forces in eV/Å.

Properties
relative energy (zero: lowest compared OMol25 entry of this formula, charge and spin): 205.1 kJ/mol
strongest force on any atom: 0.07505 Eh/bohr

2.
2 unconnected molecules or ions with the total composition C6H10O in a non-equilibrium geometry, computed with wB97M-V/def2-TZVPD.

```
17
Properties=species:S:1:pos:R:3:forces:R:3:nbo_charge:R:1
O -1.3458 -0.6147 -1.7122 0.6 0.6 1.4 -0.9207
C 1.0126 -1.6654 0.1578 -2.3 2.7 -2.4 -0.6216
C -1.4258 0.6542 1.2599 -2.9 -0.3 1.6 -0.7338
C 0.0432 1.6075 -0.6934 2.3 -2.1 -0.4 -0.2775
C -0.4854 0.5975 0.2072 1.7 -0.2 -3.5 0.3736
C 0.8814 -0.1374 0.1739 0.9 0.9 1.6 -0.2839
C 1.2293 0.9172 -0.8778 -1.0 0.1 0.5 -0.0305
H -1.9612 1.6714 1.2480 1.0 -1.4 0.5 0.2396
H 0.8287 -1.9621 1.1271 -0.1 -1.2 2.0 0.2062
H 2.1899 1.0828 -1.3753 -0.6 0.1 -0.1 0.2115
H 0.2239 -1.9815 -0.5245 0.0 -0.5 0.1 0.2562
H 1.9290 -1.9066 -0.2591 1.9 -0.8 -0.4 0.2136
H 1.4797 0.2379 1.0749 -0.8 -0.6 -0.6 0.1847
H -2.3056 -0.1155 1.0894 2.0 1.2 0.7 0.2863
H -0.2285 2.4959 -1.1825 -0.9 1.0 -0.1 0.2234
H -0.7734 0.4109 2.1917 -1.7 0.5 -1.0 0.2479
H -2.2571 -0.3532 -1.9012 0.0 0.1 0.2 0.4250
```
Positions in Å, forces in eV/Å.

Properties
relative energy (zero: lowest compared OMol25 entry of this formula, charge and spin): 508.0 kJ/mol
strongest force on any atom: 0.08294 Eh/bohr

Calculated electronic energy, -3154.208436, -309.648899 a.u. (same order as the records).